The following is a quantum chemistry calculation of a single C5H9Cl2NOSi molecule at a distorted geometry, from the Open Molecules 2025 dataset.

Last column: Löwdin charge in e.
Positions of all 19 atoms, in Å:
C (2.494, 1.152, 1.189)  0.006
C (2.399, 1.479, -0.092)  -0.124
C (1.841, 0.596, -1.201)  -0.397
C (-3.058, -1.294, 0.431)  -0.199
C (-1.868, -0.988, -0.500)  -0.352
N (2.149, 0.735, -2.412)  0.176
O (0.821, -0.354, -0.839)  -0.159
Si (-0.241, -0.467, 0.386)  -0.332
Cl (-0.880, 1.249, 1.326)  0.379
Cl (0.248, -1.812, 1.782)  0.435
H (2.882, 2.010, 1.695)  0.068
H (1.946, 0.315, 1.602)  0.007
H (2.627, 2.519, -0.420)  0.122
H (-2.711, -1.980, 1.171)  0.036
H (-3.668, -0.458, 0.760)  0.062
H (-3.864, -1.806, -0.122)  0.070
H (-2.276, -0.347, -1.287)  0.072
H (-1.717, -1.948, -1.089)  0.092
H (2.876, 1.399, -2.381)  0.036

Cartesian forces (eV/Å) of the 3 atoms listed first:
C -0.716 1.080 -1.230
C -0.738 -0.535 -1.197
C -1.405 -0.143 1.172

Computed properties:
Spin multiplicity: 1
Energy: -41793.6684 eV
LUMO: 0.469 eV
SMILES: [H]/N=C(\C=C)O[Si](Cl)(Cl)CC
Kohn-Sham gap: 10.806 eV
Molecular weight: 198.13 g mol⁻¹